1.
The following is a quantum chemistry calculation of C32H90As3F21N7O9 as an isolated structure at a distorted geometry, from the Open Molecules 2025 dataset.

```
162
Properties=species:S:1:pos:R:3
C -2.8379 -8.2146 -2.0933
C -2.3517 -9.0195 -0.7976
C -2.6338 -10.5574 -0.8136
O -2.1434 -11.0264 -2.0728
C -2.5290 -12.3809 -2.3452
N -0.8548 -8.8112 -0.6544
H -0.4380 -9.5073 -0.0528
H -0.4119 -8.9122 -1.5564
H -0.6512 -7.9391 -0.1874
H -2.6927 -7.1371 -2.0158
H -3.9224 -8.2628 -2.1922
H -2.3865 -8.6098 -3.0033
H -2.7933 -8.5090 0.0582
H -3.7088 -10.7247 -0.7480
H -2.0030 -11.0723 -0.0890
H -3.4500 -12.6666 -1.8370
H -1.6841 -12.9878 -2.0199
H -2.5883 -12.5252 -3.4240
C -4.0430 7.7981 7.6321
C -4.0896 7.9274 6.0474
C -4.9895 6.9844 5.3108
O -4.6122 5.6663 5.7322
C -4.6748 4.7014 4.6809
N -4.4558 9.3394 5.7197
H -4.6347 9.3066 4.7263
H -5.2545 9.6827 6.2338
H -3.6545 9.9454 5.8235
H -3.4134 8.5890 8.0396
H -3.5656 6.8461 7.8638
H -4.9839 8.0780 8.1059
H -3.1151 7.6453 5.6488
H -4.9839 7.0742 4.2246
H -6.0437 7.1309 5.5460
H -4.0258 5.1085 3.9056
H -5.7094 4.5397 4.3786
H -4.2798 3.7983 5.1462
C 3.5573 6.8864 -1.8287
C 4.6667 7.2070 -0.7117
C 4.4174 8.1980 0.3766
O 5.6173 8.4750 1.0460
C 5.6465 9.7270 1.7955
N 5.0921 5.8725 -0.0953
H 4.4543 5.1663 -0.4337
H 5.9894 5.5177 -0.3936
H 5.1408 5.8902 0.9133
H 2.6311 6.4024 -1.5188
H 3.9966 6.2736 -2.6159
H 3.3659 7.8324 -2.3351
H 5.5690 7.4595 -1.2687
H 3.5226 7.9326 0.9396
H 4.2650 9.1196 -0.1852
H 5.4034 10.5748 1.1549
H 6.6477 9.7370 2.2264
H 4.7923 9.6702 2.4701
C -10.3024 4.4209 -1.7819
C -9.1593 3.4847 -2.3200
C -8.8427 2.3748 -1.3275
O -8.3087 1.2841 -2.0848
C -7.7979 0.1583 -1.3305
N -9.7875 2.7655 -3.5927
H -9.2820 1.9204 -3.8171
H -10.7081 2.4337 -3.3425
H -9.7901 3.3454 -4.4197
H -11.3045 4.0401 -1.9786
H -10.2375 5.3106 -2.4084
H -10.1367 4.6138 -0.7220
H -8.2325 3.9781 -2.6127
H -9.6790 1.9461 -0.7754
H -8.1184 2.9041 -0.7083
H -7.1620 -0.4216 -1.9995
H -8.4993 -0.6184 -1.0255
H -7.1354 0.4523 -0.5163
C -3.3275 6.1599 -10.6813
C -2.8444 4.7695 -10.2876
C -2.9295 4.3810 -8.7857
O -2.6237 2.9360 -8.6217
C -2.5385 2.4048 -7.2610
N -3.4290 3.7070 -11.2066
H -2.9026 2.8456 -11.1733
H -4.4000 3.7033 -10.9286
H -3.4909 3.8962 -12.1968
H -3.8532 6.2030 -11.6352
H -2.5310 6.9030 -10.6453
H -4.0152 6.4912 -9.9032
H -1.8581 4.5452 -10.6937
H -3.9056 4.5228 -8.3217
H -2.2086 4.9542 -8.2028
H -1.7745 2.8854 -6.6500
H -2.2906 1.3436 -7.2858
H -3.4871 2.5587 -6.7468
C -0.2603 -2.4276 8.6910
C 0.7526 -3.5426 8.8255
C 0.3536 -4.6581 9.8724
O 1.4899 -5.4836 10.2801
C 1.3428 -5.8887 11.6883
N 1.1266 -4.0512 7.3742
H 1.5957 -3.3600 6.8063
H 1.8187 -4.7773 7.4921
H 0.3192 -4.3408 6.8410
H -0.1344 -1.8299 7.7882
H -0.2816 -1.8444 9.6116
H -1.2839 -2.8021 8.6887
H 1.7246 -3.1695 9.1483
H -0.4241 -5.3529 9.5555
H -0.1938 -4.1487 10.6655
H 0.4411 -6.4675 11.8886
H 1.2737 -5.0762 12.4115
H 2.2121 -6.4774 11.9813
C 11.5407 -3.8066 -0.9307
C 10.6836 -3.9329 0.4299
C 11.5920 -3.8985 1.7129
O 12.4205 -2.7716 1.6396
C 13.2859 -2.6733 2.6948
N 9.5026 -2.9265 0.3970
H 8.7801 -3.2577 -0.2262
H 9.0628 -2.8513 1.3031
H 9.7670 -1.9850 0.1446
H 12.0576 -2.8527 -1.0351
H 10.8112 -3.7499 -1.7386
H 12.2638 -4.6008 -1.1161
H 10.1460 -4.8741 0.3153
H 12.0537 -4.8808 1.8127
H 11.0142 -3.8452 2.6356
H 14.1925 -2.2365 2.2759
H 13.5433 -3.6329 3.1431
H 12.9224 -1.9320 3.4064
As 6.4631 1.6582 6.1173
F 6.6687 0.1535 7.0940
F 6.3070 2.7016 7.5728
F 6.3375 3.0697 5.0431
F 6.7556 0.5680 4.7383
F 4.7148 1.3238 6.0086
F 8.2481 1.8519 6.1331
As 0.8859 -1.0800 0.2134
F 0.3330 -0.1021 1.6310
F 0.3388 -2.5879 1.0256
F 1.4302 -1.9559 -1.2061
F 1.4851 0.4142 -0.5903
F 2.5047 -1.4811 0.9368
F -0.6894 -0.8733 -0.6569
As -6.6387 -5.6996 5.3057
F -5.0461 -5.2443 4.8485
F -6.1953 -7.3371 5.8114
F -8.3955 -6.0091 5.6994
F -6.9880 -3.9136 5.0265
F -6.9252 -6.2308 3.6376
F -6.3584 -5.2117 7.0629
C 1.2471 -2.3019 -10.4918
O 2.5348 -2.2154 -9.7964
O 1.5747 -1.8463 -11.8037
C 0.7419 -3.8071 -10.1308
F 0.6045 -3.9578 -8.7791
F -0.4395 -4.0503 -10.7182
F 1.5781 -4.7146 -10.5596
C 2.5447 -2.0246 -8.4054
C 3.9277 -1.5549 -8.0474
H 4.7244 -2.2249 -8.3705
H 4.0187 -0.5448 -8.4469
H 4.0942 -1.4982 -6.9716
H 2.3773 -2.8961 -7.7725
H 1.9000 -1.2104 -8.0745
H 0.5533 -1.6030 -10.0247
```

The value obtained for the strongest force on any atom is 4.74 eV/Å. Its charge is +3. For the LUMO energy, the calculation gives -5.76 eV. The calculation puts the calculated total energy at -11137.0940 hartree.

=====

2.
The following is a quantum chemistry calculation of C32H90F3HfN6O16S as an isolated structure at a distorted geometry, from the Open Molecules 2025 dataset.

```
149
Properties=species:S:1:pos:R:3
Hf 2.9348 -2.3187 -2.2111
C 0.5307 1.0460 0.2260
F -0.2637 1.6606 -0.6088
F 1.7727 1.4118 0.0188
F 0.1146 1.3147 1.4279
S 0.4073 -0.8194 -0.0364
O 0.5360 -1.4390 1.2467
O -0.7934 -1.1191 -0.7738
O 1.6084 -1.1473 -0.8971
C -0.1070 -4.7146 3.3199
O 1.2563 -5.1678 3.1792
H -0.3044 -4.1068 2.4314
H -0.8279 -5.5308 3.3648
H -0.1791 -4.1399 4.2366
H 1.2457 -5.9529 2.6254
C 4.9988 0.4235 -1.4947
O 3.7686 -0.0680 -2.0980
H 5.8337 0.5850 -2.1746
H 4.7591 1.3831 -1.0348
H 5.2609 -0.2344 -0.6716
H 3.3578 0.6740 -2.5687
C 4.3033 0.5301 2.1280
O 3.6453 -0.6195 1.5575
H 3.6852 1.4271 2.1435
H 4.5361 0.2627 3.1616
H 5.2655 0.6789 1.6395
H 3.0799 -0.9389 2.3050
C -7.4024 1.5390 0.0121
C -6.5627 1.5422 -1.2594
C -5.1006 1.1647 -1.0391
O -4.4822 2.0951 -0.1589
C -3.0987 1.9294 -0.1813
N -7.1392 0.6574 -2.2860
H -8.4158 1.8378 -0.2668
H -7.0954 2.3615 0.6607
H -7.4694 0.6178 0.5900
H -6.5415 2.5665 -1.6387
H -4.5624 1.1824 -1.9993
H -4.9758 0.1227 -0.7015
H -2.6637 2.4049 -1.0774
H -2.7429 0.8974 -0.0909
H -2.5873 2.5498 0.5635
H -7.2495 -0.2426 -1.8111
H -6.4181 0.4140 -2.9647
C 4.5321 -3.8650 1.8270
C 3.9407 -3.8959 0.4244
C 2.4327 -4.1205 0.4130
O 1.7671 -3.8124 -0.8260
C 0.3664 -4.2440 -0.7532
N 4.2513 -2.5607 -0.2885
H 3.9109 -3.3577 2.5686
H 5.5011 -3.3623 1.8964
H 4.6989 -4.8877 2.1662
H 4.5275 -4.6342 -0.1327
H 1.9820 -3.5226 1.2062
H 2.4212 -5.2007 0.5721
H -0.2196 -3.6163 -0.0784
H 0.2165 -5.2838 -0.4729
H -0.0513 -4.0337 -1.7388
H 4.2131 -1.9468 0.5659
H 5.2698 -2.6691 -0.3772
C 0.8304 -1.2165 6.0072
C 1.8279 -0.6199 5.0308
C 3.0484 -0.0046 5.7351
O 2.7005 1.0159 6.6305
C 2.0129 2.1093 6.0175
N 2.2026 -1.6289 4.0090
H 0.1164 -1.8522 5.4831
H 0.2086 -0.4600 6.4917
H 1.2947 -1.8044 6.8009
H 1.4047 0.2224 4.4752
H 3.7591 0.3756 4.9869
H 3.6254 -0.7756 6.2518
H 0.9437 1.9102 5.9099
H 2.5146 2.4164 5.0975
H 2.0862 2.8742 6.7905
H 2.5561 -2.4570 4.4832
H 1.3607 -1.9140 3.5255
C -5.4272 -1.5766 2.0432
C -3.9607 -1.2050 2.1023
C -3.5493 -0.6695 3.4621
O -4.3318 0.3856 3.9512
C -4.4516 1.5090 3.1111
N -3.1065 -2.3976 1.8197
H -5.7313 -2.2863 2.8124
H -5.6105 -1.9902 1.0486
H -6.0729 -0.7108 2.1949
H -3.7052 -0.5023 1.2977
H -2.5040 -0.3137 3.3938
H -3.5887 -1.4199 4.2490
H -3.4572 1.7563 2.7004
H -4.7765 2.3979 3.6410
H -5.0214 1.2993 2.2034
H -2.1770 -2.0125 1.9179
H -3.2100 -2.5813 0.8186
C 3.8236 -1.1740 -6.6955
C 3.5095 -1.0137 -5.2144
C 2.0226 -0.8027 -4.9820
O 1.6911 -0.6739 -3.5828
C 0.3140 -0.2234 -3.5093
N 4.0634 -2.1065 -4.3272
H 3.2178 -1.9448 -7.1703
H 4.8944 -1.3475 -6.8300
H 3.6658 -0.2195 -7.1981
H 3.9509 -0.0702 -4.8821
H 1.4328 -1.6184 -5.4254
H 1.7172 0.0398 -5.6055
H -0.3740 -1.0583 -3.6632
H 0.0631 0.5882 -4.1902
H 0.1180 0.1438 -2.5068
H 5.0525 -1.9736 -4.5859
H 3.9345 -2.9724 -4.8787
C -1.4911 4.8103 -4.6016
C -0.0350 4.7796 -4.1811
C 0.3467 3.5141 -3.4201
O 1.6412 3.5089 -2.8545
C 1.9384 4.5241 -1.8944
N 0.8359 4.9676 -5.3578
H -2.1644 4.8782 -3.7449
H -1.8159 3.9705 -5.2252
H -1.7716 5.6396 -5.2557
H 0.1021 5.6329 -3.5055
H 0.3181 2.6488 -4.0899
H -0.3861 3.2720 -2.6396
H 2.3495 5.3932 -2.4004
H 2.6409 4.1091 -1.1708
H 1.0463 4.7405 -1.2996
H 1.7864 4.9449 -5.0091
H 0.6214 5.8355 -5.8263
C -3.8280 -2.7492 -2.3017
C -3.0574 -3.2474 -3.5097
O -1.9067 -2.4180 -3.7101
O -3.0791 -2.7508 -1.1035
H -4.6219 -3.4834 -2.1463
H -4.3565 -1.8124 -2.4926
H -3.6624 -3.2926 -4.4179
H -2.7468 -4.2767 -3.2861
H -1.3670 -2.8273 -4.3937
H -2.3647 -2.0831 -1.1650
C -0.3842 4.4303 2.3870
C 1.1111 4.5935 2.5209
O 1.3872 5.6443 3.4454
O -1.1082 5.6207 2.1292
H -0.7519 4.0638 3.3545
H -0.5821 3.6555 1.6481
H 1.5137 4.8688 1.5351
H 1.6164 3.6752 2.8380
H 2.3356 5.8012 3.4074
H -0.6966 6.2651 2.7255
```

The value obtained for the strongest force on any atom is 7.25 eV/Å. Its charge is +3. For the LUMO energy, the calculation gives -11.93 eV. The calculation puts the calculated total energy at -3550.2696 hartree.

=====

Calculated Kohn-Sham gap (eV), listed in the same order as above: 1.88, 2.02